[1]
{
  "formula": "C6H38NO14",
  "method": "ωB97M-V/def2-TZVPD",
  "relative_energy_ev": 4.694,
  "total_charge": 1,
  "max_force_ha_per_bohr": 0.085,
  "e_homo_ev": -12.05,
  "species": ["O", "C", "C", "C", "C", "C", "C", "N", "H", "H", "H", "H", "H", "H", "H", "H", "H", "H", "H", "H", "H", "H", "O", "H", "H", "O", "H", "H", "O", "H", "H", "O", "H", "H", "O", "H", "H", "O", "H", "H", "O", "H", "H", "O", "H", "H", "O", "H", "H", "O", "H", "H", "O", "H", "H", "O", "H", "H", "O"],
  "positions_angstrom": [[3.510, 1.304, -1.852], [3.084, 0.789, -0.845], [1.639, 1.139, -0.413], [0.829, -0.110, -0.049], [1.424, -0.987, 1.022], [0.845, -1.491, 2.100], [1.567, -2.423, 3.058], [1.022, 1.729, -1.646], [3.737, 0.191, -0.202], [1.650, 1.939, 0.323], [-0.177, 0.220, 0.238], [0.685, -0.716, -0.934], [2.435, -1.320, 0.792], [-0.227, -1.419, 2.249], [2.401, -1.858, 3.482], [0.923, -2.704, 3.881], [1.799, -3.323, 2.513], [0.109, 2.177, -1.445], [1.718, 2.317, -2.074], [0.698, 0.994, -2.353], [-5.376, 1.087, -0.369], [-4.063, 1.740, 0.072], [-4.431, 1.050, -0.484], [-3.853, -1.759, -0.455], [-3.317, -0.361, -0.149], [-3.034, -1.279, -0.389], [1.439, 3.316, 2.959], [0.723, 1.990, 3.312], [0.569, 2.939, 3.151], [2.296, 0.497, 2.641], [3.095, 1.411, 3.480], [2.425, 0.749, 3.564], [-0.142, 0.154, -4.260], [-1.162, -0.308, -3.213], [-0.322, 0.162, -3.325], [0.726, -0.067, 4.283], [-0.493, 1.104, 4.812], [-0.184, 0.247, 4.439], [-2.212, -1.646, -2.049], [-2.491, -1.794, -3.450], [-1.781, -1.986, -2.858], [-0.961, -3.675, 0.571], [0.316, -4.554, 0.676], [-0.015, -3.662, 0.709], [2.210, -2.357, -1.582], [2.788, -1.332, -2.569], [2.778, -1.565, -1.619], [-3.864, 0.669, -3.769], [-3.897, 1.025, -2.244], [-3.304, 0.991, -3.062], [-0.901, 2.816, 0.660], [-2.012, 2.814, -0.448], [-1.059, 2.992, -0.309], [-2.484, 3.305, 1.306], [-2.108, 1.867, 1.702], [-2.588, 2.388, 1.041], [-0.046, -2.631, -2.549], [0.223, -3.134, -1.134], [0.593, -3.219, -2.060]],
  "forces_ev_per_angstrom": [[0.087, -0.267, 0.162], [0.073, 1.074, -0.172], [0.028, -1.179, -1.374], [-0.885, 0.076, 0.980], [0.659, 0.563, -0.303], [-0.377, -0.683, 0.018], [-0.644, 1.084, -0.185], [-0.862, -1.121, -0.123], [-0.235, -0.044, 0.130], [0.027, -0.146, 0.440], [-0.001, -0.025, 0.169], [0.184, 0.051, -0.379], [0.116, 0.140, 0.234], [-0.011, 0.582, 0.088], [0.336, -0.635, -0.141], [-0.189, -0.029, 0.156], [0.660, -0.236, 0.056], [0.454, 0.630, 0.524], [0.192, 0.535, -0.431], [0.553, 0.333, 0.608], [-0.587, -0.022, 0.093], [0.214, 0.364, 0.444], [0.060, -0.112, -0.325], [-0.508, -0.333, 0.062], [0.068, -0.983, -0.451], [0.557, 0.842, 0.235], [-0.313, -0.091, 0.189], [0.160, 0.342, 0.113], [-0.127, -0.183, -0.497], [-0.276, -0.605, -0.133], [0.901, 0.699, 0.492], [-0.224, -0.258, -0.429], [0.123, 0.015, -0.553], [0.108, -0.125, 0.198], [0.352, 0.384, 0.031], [-0.378, 1.632, 0.896], [1.798, -1.066, -0.182], [-1.699, -0.428, -0.494], [0.349, -0.208, 0.668], [-0.712, -0.242, -1.333], [-0.374, 0.331, 0.839], [-0.375, -0.360, 0.081], [-0.118, -0.673, -0.094], [0.134, 0.663, -0.101], [-0.154, 0.092, -0.286], [0.120, -0.294, 0.646], [0.255, 0.157, -0.733], [-0.233, 0.092, -0.217], [1.049, -0.067, -1.390], [-0.743, -0.119, 1.486], [0.192, 0.424, -2.279], [1.578, 0.091, -0.112], [2.120, 0.720, -1.056], [-0.358, 0.188, 0.416], [-0.444, -0.110, 0.158], [-2.900, -1.166, 3.065], [0.874, -0.949, 0.272], [0.732, -0.521, -0.992], [-1.386, 1.177, 0.816]],
  "mulliken_charge": [-0.5490, -0.1051, 0.0863, 0.1412, -0.2268, -0.4988, -1.3834, -0.0775, 0.4357, 0.3582, 0.2051, -0.0461, 0.2440, 0.3677, 0.3656, 0.3474, 0.3969, 0.3019, 0.4145, 0.3272, 0.2996, 0.3290, -0.6222, 0.2463, 0.2956, -0.5898, 0.3127, 0.3813, -0.6456, 0.3333, 0.3086, -0.6582, 0.2191, 0.2193, -0.5240, 0.3115, 0.2959, -0.6663, 0.4142, 0.3080, -0.7020, 0.2790, 0.2496, -0.5626, 0.3251, 0.2780, -0.5882, 0.3014, 0.3730, -0.6028, 0.4058, 0.3802, -0.7305, 0.3877, 0.2862, -0.8252, 0.4152, 0.3751, -0.7185]
}

***

[2]
{
  "formula": "C2H2BrNO2",
  "method": "ωB97M-V/def2-TZVPD",
  "relative_energy_ev": 7.585,
  "total_charge": 0,
  "max_force_ha_per_bohr": 0.156,
  "e_homo_ev": [-9.13, -10.39],
  "species": ["C", "C", "N", "O", "O", "Br", "H", "H"],
  "positions_angstrom": [[0.364, -0.119, 0.601], [-1.371, -0.372, -0.348], [1.298, 0.497, -0.158], [1.090, 0.763, -1.332], [2.338, 0.754, 0.452], [-2.754, -1.098, 0.519], [0.421, -0.416, 1.622], [-1.385, -0.009, -1.356]],
  "forces_ev_per_angstrom": [[-7.338, -1.516, -2.927], [5.917, 0.977, 2.828], [1.254, 0.614, -0.246], [-0.060, -0.004, -0.122], [0.367, 0.132, -0.031], [-0.561, -0.301, 0.354], [0.439, 0.030, 0.367], [-0.016, 0.068, -0.223]],
  "mulliken_charge": [-0.2323, -0.3249, 0.8324, -0.5667, -0.5490, -0.0023, 0.4199, 0.4231]
}

***

[3]
{
  "formula": "C3H5BaO3",
  "method": "ωB97M-V/def2-TZVPD",
  "relative_energy_ev": 0.254,
  "total_charge": 1,
  "max_force_ha_per_bohr": 0.033,
  "e_homo_ev": -13.66,
  "species": ["Ba", "O", "O", "C", "C", "O", "C", "H", "H", "H", "H", "H"],
  "positions_angstrom": [[-2.417, 1.700, -0.780], [-0.179, 2.151, -1.136], [0.595, 0.939, 0.564], [0.719, -0.451, 0.902], [-0.503, -1.118, 0.248], [-0.887, -0.222, -0.779], [0.458, 1.096, -0.787], [1.625, -0.825, 0.401], [0.809, -0.585, 1.984], [-1.283, -1.327, 0.994], [-0.220, -2.085, -0.194], [1.284, 0.727, -1.417]],
  "forces_ev_per_angstrom": [[-0.221, -0.347, 0.038], [1.097, -0.407, -0.230], [0.375, 0.038, 0.114], [0.690, -0.088, -0.664], [0.111, -0.125, -0.417], [-0.096, -0.242, -0.161], [-1.034, 0.724, 1.156], [-0.093, -0.009, 0.354], [-0.071, 0.309, -0.311], [-0.133, 0.315, -0.218], [-0.058, 0.197, 0.180], [-0.568, -0.366, 0.158]],
  "mulliken_charge": [1.7212, -0.9003, -0.2734, -0.3606, -0.2478, -0.7888, 0.4063, 0.2749, 0.3185, 0.2486, 0.2206, 0.3807]
}

***

[4]
{
  "formula": "C4F12N2O18PbS4",
  "method": "ωB97M-V/def2-TZVPD",
  "relative_energy_ev": 0.000,
  "total_charge": -4,
  "max_force_ha_per_bohr": 0.155,
  "e_homo_ev": -0.27,
  "species": ["Pb", "N", "O", "O", "O", "N", "O", "O", "O", "C", "F", "F", "F", "S", "O", "O", "O", "C", "F", "F", "F", "S", "O", "O", "O", "C", "F", "F", "F", "S", "O", "O", "O", "C", "F", "F", "F", "S", "O", "O", "O"],
  "positions_angstrom": [[0.847, -0.766, -0.552], [3.089, 0.338, -3.985], [2.287, 1.051, -3.544], [3.927, 0.792, -4.762], [3.039, -0.839, -3.689], [2.887, -4.387, 0.715], [3.199, -3.223, 0.825], [3.651, -5.376, 0.763], [1.784, -4.471, 0.175], [-4.018, 3.634, 0.152], [-4.486, 4.891, 0.204], [-3.956, 3.116, 1.392], [-4.883, 2.893, -0.501], [-2.252, 3.680, -0.712], [-1.596, 4.802, -0.036], [-1.635, 2.392, -0.378], [-2.521, 3.854, -2.124], [-4.668, -2.459, -2.105], [-5.782, -3.040, -2.583], [-4.881, -1.198, -2.319], [-4.449, -2.721, -0.782], [-3.126, -2.945, -3.190], [-1.951, -2.580, -2.423], [-3.236, -4.371, -3.423], [-3.327, -2.195, -4.466], [4.966, 4.206, -0.775], [3.990, 5.072, -0.771], [4.924, 3.647, -1.973], [6.142, 4.772, -0.730], [4.858, 2.898, 0.646], [4.924, 3.641, 1.958], [3.642, 2.074, 0.427], [6.054, 2.086, 0.315], [-0.978, -3.334, 4.985], [-1.394, -3.463, 6.184], [0.315, -3.763, 4.803], [-1.812, -3.918, 4.111], [-0.915, -1.461, 4.626], [-0.484, -1.447, 3.192], [-2.285, -0.948, 4.844], [0.113, -0.933, 5.506]],
  "forces_ev_per_angstrom": [[0.633, -0.307, -0.328], [2.690, -1.228, -2.138], [-5.366, 4.833, 3.352], [1.596, -0.136, -1.245], [0.581, -3.772, 0.799], [-0.690, -0.490, -3.898], [3.287, 3.158, 2.437], [0.031, 0.514, 1.377], [-3.059, -2.418, -0.290], [2.457, -0.141, -0.351], [-0.360, 0.096, 0.318], [0.049, 0.569, 0.016], [-0.850, -0.434, -0.797], [1.072, -0.179, 1.031], [-0.984, -0.530, -0.470], [-0.736, 0.268, -0.086], [-0.559, 0.187, 0.306], [1.979, -1.115, -1.179], [-0.063, -1.013, 0.794], [-0.004, 2.042, 0.794], [-0.849, 0.199, -1.240], [-0.257, 0.050, -2.784], [-0.109, 0.703, 0.608], [-0.476, -0.240, 0.674], [-0.014, -0.507, 2.458], [-0.636, -2.564, 0.530], [-0.843, 1.542, 0.649], [-0.243, -1.122, -0.760], [1.450, 1.562, 0.713], [0.504, -1.976, 1.251], [-0.239, -0.981, -3.076], [0.815, 1.845, 0.199], [-0.848, 1.558, 0.527], [1.601, 3.726, -3.389], [-0.564, -1.593, 2.577], [-1.542, -0.689, 0.577], [0.450, -0.658, 0.537], [-0.087, 1.026, -2.763], [-0.784, -0.208, 1.751], [1.488, -1.063, 0.131], [-0.520, -0.511, 0.389]],
  "mulliken_charge": [1.7625, 1.1056, -0.6237, -0.7091, -0.7030, 1.0011, -0.6250, -0.6630, -0.6483, 0.5459, -0.2367, -0.2366, -0.2413, 1.0625, -0.6581, -0.5687, -0.6504, 0.5840, -0.2487, -0.2190, -0.2165, 1.0110, -0.5166, -0.6804, -0.6773, 0.6140, -0.2338, -0.2317, -0.2393, 1.0133, -0.6701, -0.5426, -0.6795, 0.5907, -0.2154, -0.2287, -0.2224, 1.0089, -0.5911, -0.6659, -0.6568]
}

***

[5]
{
  "formula": "C11H19NO3",
  "method": "ωB97M-V/def2-TZVPD",
  "smiles": "CCC(=O)C(C#N)(OC(C)C)OC(C)C",
  "relative_energy_ev": 0.000,
  "total_charge": 0,
  "max_force_ha_per_bohr": 0.059,
  "e_homo_ev": -9.97,
  "species": ["C", "C", "C", "C", "C", "C", "C", "C", "C", "C", "C", "N", "O", "O", "O", "H", "H", "H", "H", "H", "H", "H", "H", "H", "H", "H", "H", "H", "H", "H", "H", "H", "H", "H"],
  "positions_angstrom": [[0.447, 1.142, -1.617], [0.493, 1.619, 0.830], [-1.150, 1.610, 2.679], [3.081, 0.241, -0.187], [2.587, -2.219, -0.125], [-2.932, -1.281, -0.137], [-2.503, 0.042, -2.238], [0.217, 1.097, 2.208], [2.105, -0.854, -0.612], [-1.880, -0.590, -0.998], [0.072, 0.641, -0.303], [0.713, 1.542, -2.655], [0.964, 2.694, 0.583], [0.810, -0.711, -0.062], [-1.271, 0.405, -0.153], [-1.929, 1.279, 1.998], [-1.359, 1.226, 3.674], [-1.151, 2.697, 2.715], [3.107, 0.323, 0.898], [4.076, -0.009, -0.544], [2.804, 1.205, -0.604], [2.772, -2.185, 0.946], [3.502, -2.495, -0.639], [1.828, -2.971, -0.319], [-3.695, -0.564, 0.154], [-3.397, -2.089, -0.694], [-2.470, -1.686, 0.759], [-3.220, 0.805, -1.945], [-3.015, -0.723, -2.816], [-1.747, 0.502, -2.868], [0.222, 0.008, 2.194], [0.993, 1.473, 2.879], [2.036, -0.861, -1.713], [-1.110, -1.314, -1.289]],
  "forces_ev_per_angstrom": [[-0.061, 0.101, -0.259], [-0.055, -0.319, 0.045], [0.061, -0.030, 0.011], [-0.330, -0.123, -0.177], [-0.250, 0.319, -0.218], [0.430, 0.194, -0.104], [0.331, 0.053, 0.300], [-0.155, 0.079, 0.184], [0.810, -0.241, -0.239], [-0.405, -0.497, -0.393], [0.985, -2.389, 0.775], [0.155, 0.123, -0.415], [-0.012, 0.014, -0.108], [-1.728, 2.513, -0.045], [0.424, 0.189, 0.135], [-0.093, 0.014, 0.053], [-0.062, 0.014, 0.082], [-0.038, 0.086, 0.025], [0.040, -0.020, 0.168], [0.107, 0.003, -0.021], [0.090, 0.103, -0.008], [0.044, -0.010, 0.143], [0.119, -0.051, -0.028], [-0.051, -0.135, -0.050], [-0.120, 0.057, 0.042], [-0.074, -0.076, -0.061], [0.004, -0.073, 0.090], [-0.124, 0.069, 0.025], [-0.063, -0.081, -0.063], [-0.012, 0.027, -0.091], [0.078, 0.049, 0.034], [0.048, -0.084, -0.103], [-0.001, -0.016, 0.179], [-0.092, 0.136, 0.093]],
  "mulliken_charge": [0.0415, 0.1688, -1.2000, -1.3629, -1.5122, -1.4966, -1.3488, -0.4154, 0.6442, 0.6112, 1.1327, -0.5453, -0.5254, -0.4946, -0.2717, 0.2510, 0.3690, 0.3373, 0.2869, 0.4693, 0.3501, 0.3470, 0.4128, 0.3685, 0.3151, 0.4581, 0.3533, 0.2951, 0.3981, 0.3687, 0.2501, 0.4149, 0.2706, 0.2583]
}

***

[6]
{
  "formula": "C11H14GaO10P2",
  "method": "ωB97M-V/def2-TZVPD",
  "relative_energy_ev": 0.048,
  "total_charge": 1,
  "max_force_ha_per_bohr": 0.020,
  "e_homo_ev": -11.92,
  "species": ["Ga", "C", "C", "O", "C", "C", "C", "C", "C", "C", "O", "H", "H", "H", "H", "H", "H", "H", "C", "C", "O", "P", "O", "O", "O", "P", "O", "O", "O", "H", "H", "H", "H", "H", "H", "H", "O", "C"],
  "positions_angstrom": [[-0.304, 0.598, -0.032], [0.541, 0.433, 4.088], [0.791, 0.523, 2.616], [-0.246, 0.600, 1.901], [2.127, 0.532, 2.080], [3.218, 0.416, 2.975], [4.512, 0.431, 2.535], [4.761, 0.569, 1.162], [3.730, 0.688, 0.262], [2.401, 0.671, 0.694], [1.477, 0.801, -0.244], [-0.529, 0.440, 4.269], [1.007, 1.273, 4.606], [0.972, -0.485, 4.492], [3.024, 0.309, 4.034], [5.330, 0.340, 3.236], [5.783, 0.584, 0.802], [3.915, 0.795, -0.799], [-0.939, -1.575, -3.242], [-2.197, -1.095, -2.524], [-3.404, -1.393, -3.220], [-2.271, 0.717, -2.375], [-3.549, 1.043, -1.551], [-2.385, 1.403, -3.772], [-0.985, 1.223, -1.733], [-2.299, -1.622, -0.760], [-2.247, -3.198, -0.854], [-3.530, -1.054, -0.153], [-0.957, -1.131, -0.164], [-0.908, -1.174, -4.254], [-0.949, -2.664, -3.294], [-0.037, -1.271, -2.712], [-3.493, -2.346, -3.338], [-3.791, 0.292, -0.935], [-3.238, 1.308, -4.222], [-2.801, -3.648, -0.198], [-1.306, 3.875, 0.186], [-1.225, 2.790, 0.441]],
  "forces_ev_per_angstrom": [[0.105, -0.184, 0.080], [0.002, 0.011, 0.037], [0.313, -0.013, -0.011], [-0.249, 0.015, -0.240], [-0.128, -0.001, 0.063], [0.020, -0.016, 0.079], [0.036, 0.001, 0.012], [0.044, 0.001, 0.021], [0.136, 0.006, -0.013], [0.019, -0.023, 0.173], [-0.227, 0.114, -0.346], [-0.010, 0.001, -0.007], [-0.007, -0.028, -0.012], [-0.010, 0.019, -0.012], [0.018, 0.009, -0.056], [-0.022, 0.001, -0.036], [-0.034, -0.002, 0.012], [-0.017, 0.005, 0.022], [-0.038, 0.014, 0.012], [-0.176, 0.031, -0.016], [0.147, 0.035, 0.030], [-0.207, 0.089, 0.050], [0.303, 0.713, -0.704], [0.044, 0.010, 0.054], [0.008, -0.098, 0.339], [0.215, 0.060, -0.263], [-0.067, 0.041, 0.208], [0.059, -0.309, 0.235], [-0.186, -0.140, 0.119], [-0.019, -0.003, -0.014], [0.003, -0.012, -0.010], [0.003, -0.010, -0.007], [0.038, -0.040, 0.016], [-0.167, -0.399, 0.354], [0.039, -0.029, 0.053], [0.016, -0.015, -0.081], [-0.152, -0.127, 0.286], [0.148, 0.276, -0.426]],
  "mulliken_charge": [0.3663, -1.7005, 1.4002, -0.5061, 0.8372, -0.8486, -0.9412, -0.3554, -0.6662, 0.5027, -0.1828, 0.3208, 0.4433, 0.4498, 0.4019, 0.4095, 0.4071, 0.4866, -1.5148, 0.9254, -0.6137, 0.5639, -0.5171, -0.5298, -0.4101, 0.6691, -0.4960, -0.7973, -0.0569, 0.3889, 0.4619, 0.2827, 0.3914, 0.5280, 0.3907, 0.3760, -0.1354, 0.2684]
}